Entry from OMol25: 5 unconnected molecules or ions with the total composition C36H41Cl16F3N4O3S2 (ωB97M-V with the def2-TZVPD basis set).

Each line ends with the Löwdin charge.
Element x y z (Å)
1 C 7.256 -1.739 0.826  -0.122
2 C 6.909 -3.107 1.516  -0.249
3 C 5.817 -2.954 2.610  -0.170
4 C 4.413 -3.525 2.224  -0.207
5 N 3.587 -2.479 1.608  -0.185
6 C 2.135 -2.720 1.744  -0.175
7 C 1.526 -3.628 0.646  -0.180
8 C 0.901 -2.804 -0.516  -0.195
9 C -0.461 -3.355 -1.016  -0.106
10 C -1.457 -2.334 -1.546  -0.088
11 C -2.716 -2.376 -1.095  -0.103
12 C -3.207 -3.348 -0.040  -0.081
13 C -3.230 -2.706 1.376  -0.155
14 O -3.853 -1.427 1.327  -0.121
15 C -3.319 -0.441 2.155  -0.079
16 C -3.985 0.914 1.836  -0.665
17 F -3.215 1.684 1.091  0.152
18 F -4.226 1.595 2.980  -0.190
19 F -5.167 0.775 1.278  0.133
20 C -3.678 -1.490 -1.611  -0.257
21 O -4.991 -1.520 -1.193  -0.041
22 N -5.921 -1.672 -2.291  -0.161
23 O -5.736 -2.629 -2.908  0.133
24 C -3.324 -0.597 -2.506  0.052
25 C -2.024 -0.487 -2.997  -0.194
26 N -1.789 0.476 -3.894  0.224
27 C -0.563 0.453 -4.249  -0.274
28 C -0.113 1.519 -5.242  -0.108
29 C 0.895 2.456 -4.498  -0.121
30 C 0.254 2.964 -3.210  -0.258
31 C 0.886 2.844 -2.028  -0.062
32 C 0.332 3.254 -0.857  -0.083
33 C -0.905 3.789 -0.911  -0.110
34 C -1.544 3.942 -2.091  -0.084
35 C -0.990 3.537 -3.248  -0.051
36 C 0.409 -0.469 -3.810  -0.060
37 N 0.160 -1.383 -2.960  0.182
38 C -1.100 -1.380 -2.519  -0.169
39 C 3.965 -2.158 0.294  -1.086
40 S 4.450 -3.219 -0.842  0.727
41 S 3.984 -0.469 -0.235  0.889
42 C 2.934 0.489 0.895  -0.447
43 C 3.789 1.420 1.821  -0.289
44 C 3.569 1.022 3.292  -0.096
45 H 7.091 -1.841 -0.249  0.050
46 H 6.615 -0.950 1.230  0.032
47 H 8.282 -1.428 1.038  0.066
48 H 6.717 -3.900 0.795  0.074
49 H 7.831 -3.383 2.046  0.091
50 H 5.690 -1.913 2.914  0.098
51 H 6.157 -3.548 3.467  0.103
52 H 3.965 -3.806 3.184  0.114
53 H 4.489 -4.451 1.639  0.100
54 H 1.981 -3.230 2.701  0.115
55 H 1.524 -1.813 1.801  0.095
56 H 0.696 -4.177 1.122  0.104
57 H 2.243 -4.383 0.322  0.085
58 H 1.588 -2.894 -1.363  0.075
59 H 0.886 -1.731 -0.292  0.104
60 H -0.896 -3.987 -0.243  0.081
61 H -0.209 -4.022 -1.852  0.132
62 H -2.667 -4.292 -0.077  0.111
63 H -4.262 -3.574 -0.237  0.119
64 H -2.197 -2.651 1.748  0.125
65 H -3.868 -3.340 2.006  0.131
66 H -2.232 -0.301 2.082  0.144
67 H -3.596 -0.668 3.197  0.145
68 H -4.080 0.079 -2.894  0.140
69 H -0.961 2.154 -5.498  0.098
70 H 0.344 1.071 -6.127  0.116
71 H 1.823 1.934 -4.249  0.103
72 H 1.091 3.349 -5.103  0.120
73 H 1.875 2.392 -2.052  0.116
74 H 0.870 3.145 0.075  0.100
75 H -1.399 4.111 -0.002  0.063
76 H -2.539 4.366 -2.132  0.117
77 H -1.466 3.630 -4.213  0.119
78 H 1.420 -0.403 -4.196  0.130
79 H 2.294 1.106 0.259  0.046
80 H 2.260 -0.109 1.505  0.043
81 H 4.822 1.311 1.500  0.017
82 H 3.489 2.455 1.629  0.100
83 H 3.562 1.921 3.910  0.065
84 H 2.594 0.550 3.462  0.068
85 H 4.335 0.338 3.668  0.066
86 C -1.911 4.367 4.387  -2.039
87 Cl -3.034 5.723 4.549  0.532
88 Cl -2.764 2.859 4.719  0.590
89 Cl -1.267 4.330 2.741  0.545
90 Cl -0.588 4.570 5.540  0.525
91 C -9.579 -0.147 -1.897  -2.023
92 Cl -9.649 0.309 -0.193  0.503
93 Cl -7.877 -0.275 -2.366  0.620
94 Cl -10.381 -1.706 -2.128  0.524
95 Cl -10.389 1.088 -2.882  0.511
96 C -7.388 3.515 1.931  -2.003
97 Cl -7.883 5.124 2.475  0.522
98 Cl -8.532 2.310 2.537  0.518
99 Cl -7.370 3.468 0.164  0.528
100 Cl -5.772 3.151 2.547  0.694
101 C 7.513 3.497 0.029  -2.048
102 Cl 7.450 3.834 1.764  0.521
103 Cl 9.199 3.363 -0.485  0.526
104 Cl 6.672 1.979 -0.304  0.542
105 Cl 6.729 4.811 -0.856  0.523

Structure (SMILES)   CCCCN(CCCCc1c(CCOCC(F)(F)F)c(ON=O)cc2nc(CCc3ccccc3)cnc12)C(=S)SCCC.ClC(Cl)(Cl)Cl.ClC(Cl)(Cl)Cl.ClC(Cl)(Cl)Cl.ClC(Cl)(Cl)Cl
HOMO level   -8.5015 eV
Frontier orbital gap   8.05 eV
E   -280274.870 eV